Record 1
{
  "formula": "C36H55N4OP2Sr",
  "method": "wB97M-V/def2-TZVPD",
  "species": ["C", "C", "C", "C", "C", "H", "H", "H", "N", "P", "P", "C", "H", "H", "C", "O", "C", "H", "C", "C", "C", "C", "C", "H", "H", "H", "C", "H", "H", "H", "C", "H", "H", "H", "C", "H", "H", "H", "C", "H", "H", "H", "C", "H", "H", "H", "C", "H", "H", "H", "C", "H", "H", "H", "C", "H", "H", "H", "C", "H", "H", "H", "C", "H", "H", "H", "C", "H", "H", "H", "Sr", "N", "C", "C", "C", "C", "C", "H", "C", "H", "C", "H", "H", "H", "C", "C", "C", "C", "N", "N", "C", "H", "H", "H", "H", "H", "H", "H", "H"],
  "coordinates": [[-1.2673, -1.4330, -2.1882], [0.7599, -2.4555, -1.4591], [-1.5103, -2.4826, -3.0677], [0.4456, -3.5811, -2.2538], [-0.6596, -3.5888, -3.0829], [-2.3645, -2.4190, -3.7215], [1.1258, -4.4160, -2.2004], [-0.8562, -4.4234, -3.7561], [-0.1650, -1.4348, -1.4194], [-2.5479, 0.2704, -0.2527], [2.6511, -0.8555, 0.0046], [-2.2755, -0.2652, -2.0214], [-1.8574, 0.6140, -2.5337], [-3.2340, -0.4791, -2.5177], [0.5925, 2.3330, 1.7540], [0.8847, 3.3304, 2.2708], [1.9927, -2.3352, -0.7005], [2.5715, -3.2553, -0.5950], [3.6190, 0.0633, -1.3132], [3.5542, -1.1055, 1.6748], [-3.2758, 2.0141, -0.0706], [-3.5383, -1.1760, 0.5020], [3.6413, 1.5689, -1.0014], [4.2789, 1.8146, -0.1471], [4.0219, 2.1196, -1.8726], [2.6433, 1.9509, -0.7850], [5.0353, -0.5005, -1.3653], [5.6229, -0.2603, -0.4747], [5.0339, -1.5865, -1.5033], [5.5688, -0.0649, -2.2213], [2.9195, -0.2000, -2.6592], [3.3037, 0.4738, -3.4407], [3.0770, -1.2369, -2.9870], [1.8431, -0.0327, -2.5780], [4.2242, 0.2087, 2.1011], [3.4938, 1.0234, 2.1796], [4.6673, 0.0968, 3.0981], [5.0249, 0.5405, 1.4361], [2.5568, -1.5032, 2.7737], [1.9277, -0.6635, 3.0897], [1.9063, -2.3422, 2.4915], [3.1019, -1.8179, 3.6744], [4.5261, -2.2579, 1.4621], [5.2592, -2.0757, 0.6722], [5.0874, -2.4450, 2.3866], [3.9877, -3.1803, 1.2190], [-3.8880, -0.8324, 1.9556], [-4.3467, -1.6957, 2.4553], [-2.9857, -0.5936, 2.5303], [-4.5929, -0.0005, 2.0537], [-2.6686, -2.4438, 0.4997], [-2.4724, -2.8224, -0.5094], [-1.7022, -2.2814, 0.9963], [-3.1726, -3.2444, 1.0620], [-4.7734, -1.4296, -0.3526], [-5.3508, -2.2605, 0.0747], [-5.4395, -0.5651, -0.4060], [-4.5060, -1.7210, -1.3732], [-2.4871, 2.9909, -0.9538], [-2.4957, 2.7030, -2.0112], [-2.9159, 4.0017, -0.8769], [-1.4444, 3.0580, -0.6337], [-3.1369, 2.4755, 1.3910], [-2.0887, 2.4903, 1.7191], [-3.5112, 3.5036, 1.4831], [-3.7007, 1.8590, 2.0964], [-4.7321, 1.9676, -0.5143], [-4.8409, 1.5368, -1.5161], [-5.3661, 1.4064, 0.1790], [-5.1477, 2.9842, -0.5598], [0.0294, -0.1728, 0.8453], [0.3500, 1.6119, -1.2827], [0.4839, 2.1085, -2.3494], [0.6415, 2.8287, -3.5766], [0.4520, 4.2263, -3.5974], [0.9886, 2.1808, -4.7825], [0.6142, 4.9373, -4.7852], [0.1823, 4.7381, -2.6692], [1.1461, 2.9263, -5.9514], [1.1267, 1.0962, -4.7842], [0.9618, 4.3018, -5.9694], [0.4670, 6.0052, -4.7826], [1.4172, 2.4178, -6.8630], [1.0857, 4.8677, -6.8898], [-0.1664, 0.6271, 6.2948], [-0.4369, -0.2896, 5.1841], [-0.8381, -1.6246, 5.1916], [-0.8968, -2.0403, 3.8643], [-0.6446, -0.9712, 3.0544], [-0.3419, 0.0624, 3.8927], [-1.1606, -3.4064, 3.3751], [-1.0833, 0.7675, 6.8958], [0.5987, 0.1911, 6.9627], [0.1882, 1.6186, 5.9740], [-1.0636, -2.2441, 6.0446], [-0.0454, 0.9617, 3.5266], [-0.8716, -3.5761, 2.3231], [-0.5810, -4.1274, 3.9822], [-2.2347, -3.6580, 3.4821]],
  "homo_lumo_gap_ev": 5.345,
  "homo_ev": -8.22,
  "total_charge": 1
}

---

Record 2
{
  "formula": "C16H26N4O3S",
  "method": "wB97M-V/def2-TZVPD",
  "species": ["C", "C", "C", "C", "C", "C", "C", "O", "N", "N", "C", "C", "C", "O", "N", "C", "C", "C", "C", "C", "S", "N", "C", "O", "H", "H", "H", "H", "H", "H", "H", "H", "H", "H", "H", "H", "H", "H", "H", "H", "H", "H", "H", "H", "H", "H", "H", "H", "H", "H"],
  "coordinates": [[-2.6172, -0.4338, -2.2909], [-3.7084, 0.6272, -2.1999], [-5.1238, 0.0447, -2.1616], [-5.4428, -0.7567, -0.8975], [-5.5756, 0.1219, 0.3554], [-4.9489, -0.5379, 1.5927], [-3.4751, -0.7783, 1.3527], [-2.9753, -1.8555, 1.1286], [-2.7340, 0.3749, 1.3539], [-1.4374, 0.3266, 0.9943], [-0.7283, 1.3874, 0.9177], [0.6424, 1.3193, 0.5009], [1.2347, 0.1154, 0.1540], [0.5963, -1.0352, 0.1876], [2.5325, 0.0546, -0.2573], [3.1127, -1.2386, -0.5876], [3.6905, -1.9126, 0.6568], [4.4228, -3.2103, 0.3213], [3.4989, -4.2971, -0.2158], [3.3177, 1.1802, -0.2998], [4.9021, 1.1508, -0.7345], [2.7211, 2.3555, 0.0344], [1.4039, 2.5493, 0.4442], [1.0036, 3.6595, 0.7149], [-1.6423, 0.0407, -2.3850], [-2.7758, -1.0659, -3.1616], [-2.5994, -1.0661, -1.4075], [-3.5326, 1.2476, -1.3183], [-3.6345, 1.2827, -3.0712], [-5.2491, -0.6083, -3.0278], [-5.8462, 0.8597, -2.2573], [-6.3745, -1.3024, -1.0558], [-4.6620, -1.5007, -0.7445], [-6.6282, 0.3240, 0.5615], [-5.0943, 1.0861, 0.1807], [-5.0876, 0.0982, 2.4693], [-5.4233, -1.5019, 1.7774], [-3.1594, 1.2756, 1.5684], [-1.1117, 2.3820, 1.1510], [-0.3459, -0.8778, 0.4899], [3.9047, -1.0668, -1.3191], [2.3254, -1.8501, -1.0264], [2.8824, -2.1185, 1.3614], [4.3921, -1.2214, 1.1290], [4.9051, -3.5725, 1.2313], [5.2082, -3.0012, -0.4076], [4.0424, -5.2333, -0.3167], [2.6641, -4.4571, 0.4626], [3.1035, -4.0317, -1.1925], [3.3075, 3.1822, -0.0107]],
  "homo_lumo_gap_ev": 8.299,
  "relative_energy_kj_mol": 4.4,
  "homo_ev": -8.31,
  "total_charge": 0,
  "smiles": "CCCCCCC(=O)N/N=C/c1c(O)n(CCCC)c(=S)[nH]c1=O"
}

---

Record 3
{
  "formula": "C11H22IrN3O4",
  "method": "wB97M-V/def2-TZVPD",
  "species": ["Ir", "C", "N", "C", "C", "O", "C", "O", "C", "C", "O", "N", "C", "C", "H", "H", "H", "H", "H", "H", "H", "H", "H", "H", "H", "H", "H", "H", "H", "H", "N", "C", "O", "C", "C", "H", "H", "H", "H", "H", "H"],
  "coordinates": [[-0.5181, -0.7432, -0.9170], [-1.4096, 3.9279, -1.1288], [-1.1685, 3.2095, 0.1440], [-1.3751, 3.9048, 1.4300], [-0.8003, 1.9695, 0.1042], [-0.6127, 1.3397, -0.9939], [-0.5449, 1.1927, 1.3814], [-0.0884, -0.1492, 1.0094], [1.2799, -0.5073, 1.3924], [2.0716, -0.8914, 0.1551], [1.4147, -0.9886, -0.9719], [3.3365, -1.1253, 0.1940], [4.1092, -1.4732, -1.0197], [4.1360, -1.0747, 1.4323], [-1.5037, 4.9856, -0.9095], [-2.3276, 3.5650, -1.5876], [-0.5755, 3.7656, -1.8055], [-1.6914, 4.9210, 1.2227], [-0.4469, 3.9492, 1.9993], [-2.1568, 3.4153, 2.0104], [-1.4384, 1.0715, 1.9927], [0.2292, 1.6769, 1.9751], [1.2101, -1.3324, 2.1021], [1.7382, 0.3493, 1.8823], [3.4792, -1.4356, -1.8990], [4.5224, -2.4716, -0.8868], [4.9237, -0.7567, -1.1112], [3.5273, -0.8553, 2.3033], [4.9054, -0.3128, 1.3193], [4.6119, -2.0446, 1.5681], [-4.4148, -1.9084, -1.0795], [-3.1259, -1.8808, -0.9393], [-2.5157, -0.7593, -0.7725], [-2.2650, -3.1021, -0.9614], [-0.8658, -2.6408, -1.2619], [-4.9568, -1.0514, -1.0674], [-4.9187, -2.7785, -1.1978], [-2.6307, -3.8689, -1.6494], [-2.2716, -3.5577, 0.0373], [-0.7932, -2.1477, -2.3271], [-0.0793, -3.3860, -1.1683]],
  "s2": 0.757,
  "homo_lumo_gap_ev": [7.402, 6.582],
  "relative_energy_kj_mol": 0.0,
  "homo_ev": [-19.75, -19.74],
  "multiplicity": 2,
  "total_charge": 3
}

---

Record 4
{
  "formula": "C2H5Cl3OSi",
  "method": "wB97M-V/def2-TZVPD",
  "species": ["Cl", "C", "C", "Cl", "Cl", "H", "O", "Si", "H", "H", "H", "H"],
  "coordinates": [[-1.4525, 1.6893, 0.5192], [0.0755, 1.8672, -0.3378], [0.3307, 1.5792, -1.6096], [1.9286, 1.7189, -2.2716], [-0.9950, 1.0528, -2.6043], [0.9271, 2.0144, 0.3301], [0.2527, -0.7834, 0.1727], [-0.0789, -1.9464, 1.3735], [-0.5115, -0.6470, -0.4200], [0.3447, -3.3029, 0.8510], [-1.5375, -2.1037, 1.7572], [0.7163, -1.1385, 2.2396]],
  "homo_lumo_gap_ev": 10.084,
  "relative_energy_kj_mol": 605.4,
  "homo_ev": -9.54,
  "total_charge": 0,
  "smiles": "ClC=C(Cl)Cl.O[SiH3]"
}

---

Record 5
{
  "formula": "C29H32MoN2P2S3",
  "method": "wB97M-V/def2-TZVPD",
  "species": ["Mo", "N", "C", "C", "C", "N", "H", "H", "H", "H", "H", "H", "H", "H", "H", "H", "S", "C", "S", "S", "C", "P", "C", "C", "C", "C", "C", "C", "C", "C", "C", "C", "C", "C", "P", "C", "C", "C", "C", "C", "C", "C", "C", "C", "C", "C", "C", "H", "H", "H", "H", "H", "H", "H", "H", "H", "H", "H", "H", "H", "H", "H", "H", "H", "H", "H", "H", "H", "H"],
  "coordinates": [[0.3801, -0.5066, -0.0099], [2.3387, 0.5187, 0.0307], [2.7006, 0.5986, 1.4704], [1.6780, 1.4037, 2.2799], [0.4245, 0.6402, 2.7171], [-0.5827, 0.5411, 1.6218], [3.1074, 0.1093, -0.4964], [2.2275, 1.4644, -0.3281], [3.6775, 1.0724, 1.5814], [2.7709, -0.4219, 1.8629], [1.3839, 2.3035, 1.7270], [2.1765, 1.7456, 3.1866], [-0.0191, 1.1539, 3.5716], [0.6914, -0.3719, 3.0345], [-0.8826, 1.4836, 1.3767], [-1.4058, 0.0659, 1.9881], [-3.0353, 1.1880, -2.5045], [-1.6515, 0.6971, -1.8056], [-1.3521, -1.0492, -1.3968], [-0.3198, 1.6052, -1.2928], [-0.9916, -3.8966, 0.5220], [0.3818, -2.7259, 1.0102], [0.6869, -3.1975, 2.7263], [-0.4056, -3.1645, 3.5977], [-0.2295, -3.4393, 4.9428], [1.0383, -3.7292, 5.4330], [2.1257, -3.7548, 4.5723], [1.9587, -3.4756, 3.2234], [1.7046, -3.2789, -0.1040], [1.8999, -2.4246, -1.1975], [2.7751, -2.7487, -2.2136], [3.4873, -3.9411, -2.1265], [3.3350, -4.7761, -1.0298], [2.4380, -4.4545, -0.0189], [-1.0343, -4.2052, -1.3300], [-2.8134, -4.3956, -1.7256], [-3.6355, -5.2175, -0.9567], [-4.9639, -5.3888, -1.3145], [-5.4736, -4.7521, -2.4368], [-4.6521, -3.9572, -3.2222], [-3.3189, -3.7920, -2.8747], [-0.5430, -5.9571, -1.5083], [-0.5195, -6.4033, -2.8319], [-0.3739, -7.7502, -3.1130], [-0.2321, -8.6618, -2.0753], [-0.2171, -8.2194, -0.7623], [-0.3533, -6.8684, -0.4742], [-1.9607, -3.5064, 0.8368], [-0.7888, -4.8254, 1.0540], [-1.3987, -2.9386, 3.2237], [-1.0800, -3.4323, 5.6109], [1.1675, -3.9403, 6.4856], [3.1131, -3.9823, 4.9502], [2.8151, -3.4893, 2.5611], [1.2957, -1.4905, -1.3041], [2.9042, -2.0997, -3.0695], [4.1735, -4.2089, -2.9178], [3.9130, -5.6875, -0.9618], [2.3082, -5.1111, 0.8315], [-3.2365, -5.7170, -0.0819], [-5.5999, -6.0251, -0.7135], [-6.5122, -4.8853, -2.7072], [-5.0470, -3.4721, -4.1050], [-2.6724, -3.1964, -3.5080], [-0.6316, -5.6868, -3.6381], [-0.3718, -8.0903, -4.1395], [-0.1280, -9.7160, -2.2912], [-0.1070, -8.9294, 0.0465], [-0.3240, -6.5592, 0.5622]],
  "s2": 2.119,
  "homo_lumo_gap_ev": [4.571, 4.972],
  "relative_energy_kj_mol": 89.5,
  "homo_ev": [-12.97, -12.98],
  "multiplicity": 3,
  "total_charge": 2
}

---

Record 6
{
  "formula": "C2H6BrClSi",
  "method": "wB97M-V/def2-TZVPD",
  "species": ["C", "C", "Si", "Cl", "Br", "H", "H", "H", "H", "H", "H"],
  "coordinates": [[0.0775, 0.7388, 0.4750], [0.0351, -0.2690, -0.6908], [-1.5694, -1.3755, -0.7743], [-1.1486, -2.3943, -3.2539], [-3.5298, -0.4764, -0.6875], [-0.5399, 1.6944, 0.2804], [-0.3424, 0.3612, 1.5571], [1.0441, 1.1825, 0.5402], [0.9483, -0.8968, -0.8011], [-0.0542, 0.3466, -1.5950], [-1.5499, -2.5969, 0.0839]],
  "homo_lumo_gap_ev": 9.589,
  "relative_energy_kj_mol": 177.1,
  "homo_ev": -10.05,
  "total_charge": 0
}